DFT (ωB97M-V/def2-TZVPD) results for 2 unconnected molecules or ions with the total composition C2H3Br2N4O4 at a distorted geometry.

2S+1   1
Orbital gap (alpha / beta)   4.8187 / 4.6521 eV
Total charge   +1
Highest occupied orbital energy (alpha / beta)   -14.4 / -14.3 eV

```
15
Properties=species:S:1:pos:R:3:forces:R:3
C -0.73410 -0.03901 0.23216 -1.64 -0.92 -0.31
C 0.53331 0.35061 -0.33203 1.06 -1.29 1.01
N -1.09270 0.36869 1.42902 -0.09 0.30 0.47
N 1.27681 1.48112 0.23006 -0.23 -0.23 -0.56
N 1.08902 -0.23542 -1.53837 -0.11 0.17 0.02
N -1.52967 -0.82986 -0.51392 0.67 0.27 -0.23
O 1.87912 2.15754 -0.54334 0.16 0.51 -0.16
O 1.17009 1.63374 1.42357 0.29 0.24 0.76
O 0.31589 -0.90169 -2.21133 0.13 -0.23 -0.69
O 2.24273 -0.05079 -1.76047 0.37 -0.17 -0.18
Br 1.55282 -2.33791 1.20256 -0.35 1.13 -0.61
Br -3.13191 -1.54540 0.02813 0.42 0.28 0.05
H -0.44161 0.92421 1.98683 -0.27 -0.26 -0.26
H -1.99586 0.12499 1.81800 0.09 -0.04 -0.20
H -1.13393 -1.10081 -1.45091 -0.51 0.25 0.90
```
Forces are in eV/Å.


DFT (ωB97M-V/def2-TZVPD) results for a molecular structure, C6H10O6Tl at a distorted geometry.

2S+1   2
Orbital gap (alpha / beta)   9.6530 / 5.1664 eV
Total charge   +2
Highest occupied orbital energy (alpha / beta)   -17.2 / -17.2 eV

```
23
Properties=species:S:1:pos:R:3:forces:R:3
O 2.90587 -3.03387 -2.19773 0.29 -2.18 -0.31
C 2.76418 -2.03575 -2.99248 5.41 1.75 4.30
O 2.28622 -0.88816 -2.56975 -1.66 -0.60 -1.45
C 1.33512 -0.86576 -1.47389 -0.80 0.20 0.12
C 1.93639 -0.12145 -0.29784 0.02 0.15 -0.02
C 3.13778 -0.79008 0.37252 0.20 0.08 0.08
C 2.86704 -2.14558 0.97314 0.24 -0.41 -0.19
O 1.78336 -1.95378 1.98163 -0.18 0.31 0.21
C 1.09221 -2.90721 2.42415 0.02 -0.06 -0.09
O 1.32834 -4.12164 2.07475 0.07 -0.22 -0.04
O 0.12603 -2.64392 3.21514 -0.09 0.18 0.13
H 1.04954 -1.89596 -1.23567 -0.04 0.24 -0.12
H 0.48574 -0.30872 -1.88279 0.01 -0.29 0.31
H 1.12755 0.02482 0.43225 0.16 0.02 -0.18
H 2.23614 0.88217 -0.62810 -0.11 -0.20 0.10
H 3.53021 -0.12956 1.15684 -0.06 -0.12 -0.20
H 3.95721 -0.94079 -0.34532 -0.12 0.05 0.15
H 3.72374 -2.54647 1.52411 -0.17 0.10 -0.14
H 2.50501 -2.87913 0.24285 0.07 0.12 0.17
H -0.38091 -3.41154 3.53687 -0.06 -0.13 0.10
Tl 4.19219 -0.01953 -4.67805 0.60 2.04 -1.37
O 3.88763 -1.92337 -3.59766 -0.40 -0.92 -2.40
H 4.06244 -3.11641 -2.69181 -3.39 -0.12 0.87
```
Forces are in eV/Å.


DFT (ωB97M-V/def2-TZVPD) results for a single C6H12F3NO molecule at a distorted geometry.

2S+1   1
SMILES string   CC(C)[C@@H](O)[C@@H](N)C(F)(F)F
Orbital gap   10.8973 eV
Total charge   0
Highest occupied orbital energy   -10.1 eV

```
23
Properties=species:S:1:pos:R:3:forces:R:3
C 1.76669 0.63749 0.98838 0.22 -0.08 -1.49
C 2.31397 -1.06263 -0.68639 -0.49 -4.37 -2.64
C 1.29154 -0.11423 -0.32055 -2.35 2.16 1.26
C -1.30155 0.58830 0.32768 0.96 -0.49 -1.26
C -0.18799 -0.63485 -0.10556 0.62 2.21 1.98
C -2.72515 0.15235 -0.04053 0.86 -1.72 -0.15
N -1.06989 1.91919 -0.28934 0.98 -1.44 -0.49
O -0.08667 -1.52098 1.01016 -1.37 -1.49 -1.06
F -3.73814 0.63320 0.72146 0.98 -0.70 -0.27
F -3.04138 0.48886 -1.30897 0.00 -0.46 0.34
F -2.67499 -1.25935 0.01427 -1.51 1.51 0.09
H 1.65050 -0.05523 1.83991 0.15 0.63 -0.26
H 1.12001 1.50404 0.99901 -0.10 0.31 0.85
H 2.82974 1.02359 0.87725 -1.23 -0.73 0.18
H 2.57804 -1.85819 -0.00284 -0.36 0.05 0.83
H 3.21494 -0.61832 -0.92015 1.93 1.41 -0.38
H 2.09967 -1.68239 -1.64086 -0.10 1.01 1.14
H 1.14956 0.60489 -1.13338 0.47 0.28 0.04
H -1.16755 0.48040 1.38154 -0.26 0.85 0.94
H -0.69695 -1.02196 -0.94249 0.25 -1.15 -1.25
H -0.85385 1.69341 -1.29165 -0.46 0.78 1.21
H -1.91914 2.47524 -0.25486 0.15 -0.03 -0.11
H -0.55139 -2.37282 0.77790 0.64 1.45 0.50
```
Forces are in eV/Å.


Calculated relative energy (zero: lowest compared OMol25 entry of this formula, charge and spin), 49.8 0.0 0.0 kcal/mol (same order as the records).